[1]
The following is a DFT calculation (the ωB97M-V functional and the def2-TZVPD basis) of a gas-phase ion, FHNO3S (charge -1) in a non-equilibrium geometry.

Computed properties:
**F_max**: 5.322 eV Å⁻¹
**Calculated total energy**: -21200.4052 eV
**Relative energy (zero: lowest compared OMol25 entry of this formula, charge and spin)**: 32.1 kJ/mol
**LUMO level**: 4.276 eV
**Total charge**: -1
**Multiplicity**: 1
**HOMO-LUMO gap**: 9.27 eV
**Molecular weight**: 114.1 g/mol

Structure (XYZ):
```
7
Properties=species:S:1:pos:R:3:forces:R:3:nbo_charge:R:1
O 1.618 0.577 0.465 -0.7 -1.0 -0.1 -1.004
O 0.472 -1.441 1.298 -0.2 -0.6 0.5 -0.962
N -1.096 0.822 0.241 5.1 -0.2 -1.4 -0.433
S 0.636 -0.501 0.236 -0.7 3.1 -0.7 2.376
H -0.337 1.394 -0.410 -2.8 -1.2 1.6 0.305
F -1.886 0.147 -0.702 -0.7 0.0 -0.6 -0.312
O 0.593 -0.998 -1.129 -0.1 0.0 0.7 -0.969
```
Forces are in eV/Å.

[2]
The following is a DFT calculation (the ωB97M-V functional and the def2-TZVPD basis) of a molecular structure, C37H35FN9O5PdTe in a non-equilibrium geometry.

Computed properties:
**F_max**: 4.448 eV Å⁻¹
**Calculated total energy**: -76075.4458 eV
**Relative energy (zero: lowest compared OMol25 entry of this formula, charge and spin)**: 37.2 kJ/mol
**LUMO level (alpha / beta)**: 4.296 / 4.295 eV
**Total charge**: -2
**Expectation value of S²**: 0.76
**Multiplicity**: 2
**HOMO-LUMO gap (alpha / beta)**: 4.79 / 4.99 eV
**Molecular weight**: 938.8 g/mol

Structure (XYZ):
```
89
Properties=species:S:1:pos:R:3:forces:R:3:mulliken_spin:R:1
H -11.047 7.684 9.804 0.3 0.4 -0.5 0.000
O -15.710 5.128 7.492 -0.2 -0.4 0.4 0.002
C -22.021 7.404 8.304 -0.5 -1.0 0.3 0.008
C -22.695 9.691 8.675 -0.3 0.8 -0.4 0.000
F -10.891 6.079 5.672 0.4 -0.3 -1.4 0.000
N -13.017 5.540 8.636 0.5 -0.1 -1.1 0.001
H -22.736 7.875 11.612 0.1 0.3 -1.0 0.000
H -23.254 10.124 10.688 0.4 -0.3 -0.2 0.000
H -18.121 8.970 14.422 0.2 0.9 0.0 -0.001
H -18.983 1.326 12.505 0.1 0.1 0.5 0.000
C -22.104 5.553 10.092 -0.6 0.4 1.5 0.007
C -24.854 6.584 6.555 0.2 -0.8 1.1 0.001
H -22.979 10.710 8.298 0.4 -1.1 0.4 0.000
C -18.743 1.847 10.508 -0.5 0.0 -1.3 0.015
C -22.849 9.358 10.009 -0.4 0.6 1.0 0.000
H -21.087 5.176 9.889 -0.4 0.2 -0.1 -0.001
C -12.532 5.447 7.309 0.3 0.2 0.8 0.000
C -14.060 4.623 9.106 0.6 -0.3 1.7 0.002
C -18.085 7.530 13.039 -1.2 0.6 -0.5 -0.008
C -18.699 2.899 9.577 0.6 -1.1 1.2 -0.001
N -17.773 8.424 12.083 -0.8 -0.7 2.7 0.002
C -22.245 8.705 7.819 0.3 -1.4 0.5 0.002
C -12.374 6.270 9.616 -0.2 -0.3 -1.2 0.000
N -11.479 7.148 9.064 0.3 -0.1 0.6 0.000
H -21.066 3.083 7.844 -0.8 -0.3 -0.5 0.011
C -18.732 3.455 12.264 0.2 1.4 -0.1 -0.004
C -18.364 5.867 11.626 -0.9 1.1 -2.2 -0.006
H -20.015 6.543 4.639 -0.2 0.7 -0.2 -0.001
H -17.303 8.465 8.911 -0.5 -0.2 -0.6 -0.002
C -20.370 9.563 3.092 0.6 -0.1 0.2 -0.001
C -19.520 10.297 3.916 -0.1 0.2 1.0 0.000
H -21.096 2.838 6.153 0.0 -0.2 -0.3 -0.001
O -12.541 6.197 10.812 -0.1 0.1 0.2 0.000
H -13.883 4.731 10.225 -0.8 -0.8 -1.4 0.000
N -18.260 6.207 12.874 0.6 1.3 1.9 -0.001
N -18.479 8.065 14.242 0.5 0.5 -1.0 -0.001
H -21.241 7.625 2.710 0.3 0.2 0.2 0.000
H -24.058 1.284 7.264 0.2 0.3 0.1 0.000
H -26.422 1.071 7.438 -0.2 0.1 -0.2 0.000
C -21.698 2.627 7.032 1.1 -0.2 1.1 -0.003
H -19.232 11.316 3.665 -0.2 0.0 -0.1 0.000
H -27.540 2.430 7.032 0.8 -0.6 -0.3 0.000
H -16.983 9.534 10.310 0.2 0.2 -0.5 0.000
Pd -18.273 5.753 8.717 -1.1 0.7 -2.0 0.841
C -24.506 5.070 6.522 -1.4 0.2 0.7 -0.002
H -18.668 3.648 13.315 -0.2 0.4 0.4 -0.002
C -24.171 2.361 7.092 0.1 0.3 -1.5 0.000
C -15.512 4.972 8.706 -0.3 1.2 1.9 -0.008
O -16.293 5.150 9.732 2.7 -0.8 -2.2 0.016
H -18.521 7.504 15.034 0.0 -1.4 1.2 0.000
N -18.391 6.719 10.572 0.1 -0.4 1.6 0.116
C -19.261 8.386 5.386 -0.1 0.9 0.4 0.017
C -17.909 7.941 10.870 2.6 -0.1 -2.5 -0.002
H -22.262 5.540 11.219 0.2 -0.2 -1.2 0.000
C -20.603 8.226 3.368 0.0 -0.6 0.2 -0.001
N -18.599 4.136 9.982 -0.5 0.8 2.4 -0.069
H -18.438 10.353 5.796 -0.1 -0.1 0.1 0.001
O -10.112 8.034 7.516 -0.3 -0.7 -0.1 0.000
C -19.994 7.628 4.480 0.2 -0.3 -0.5 0.005
C -18.845 2.162 11.838 0.1 -1.0 -0.1 -0.005
C -25.443 2.825 6.750 0.2 0.9 1.1 -0.001
H -25.911 6.786 6.293 0.6 -0.1 -0.5 0.000
H -24.804 6.932 7.617 0.2 -0.3 -0.6 0.000
N -17.239 8.646 9.915 -1.2 -0.3 1.5 0.000
C -18.735 7.762 6.655 0.1 -2.0 2.5 -0.019
H -22.862 4.851 9.644 0.7 0.8 0.2 0.000
O -17.757 8.295 7.254 0.4 1.4 -1.1 0.008
Te -21.301 5.933 6.870 0.3 -0.7 0.1 0.027
C -23.193 4.582 6.647 -1.7 0.7 0.4 -0.001
C -23.064 3.208 6.907 -0.3 -0.1 0.4 0.001
C -19.063 9.767 5.134 0.0 -1.0 -1.1 0.001
C -18.600 4.482 11.315 -0.1 -3.2 -1.2 -0.034
H -13.808 3.617 8.733 -0.1 0.2 0.3 0.000
C -11.383 6.078 6.878 -2.6 0.8 3.5 0.001
C -10.925 7.158 7.798 1.1 0.5 -0.7 0.000
H -26.652 4.637 6.440 0.9 -0.6 0.1 0.000
H -18.739 0.797 10.216 -0.1 0.3 -0.2 -0.001
H -18.588 2.812 8.517 -0.2 -0.6 -0.5 0.022
H -24.098 7.169 6.032 -0.3 0.1 -0.3 0.000
H -22.070 8.806 6.765 0.0 0.6 -0.3 -0.001
H -13.219 4.799 6.772 0.4 0.1 -0.5 0.000
C -22.591 8.087 10.522 -0.4 -1.1 0.4 0.001
C -25.626 4.198 6.582 0.2 0.5 -0.8 0.000
H -20.752 10.006 2.193 -0.2 0.2 -0.3 0.000
N -19.284 6.656 7.212 0.5 2.7 -2.1 0.073
H -26.731 1.485 5.744 -0.2 -0.3 -0.5 0.000
H -21.758 1.549 7.230 0.1 0.1 -0.2 0.000
C -22.263 7.018 9.662 0.6 0.7 -1.3 -0.007
C -26.595 1.896 6.730 -1.1 0.1 1.0 0.000
```
Forces are in eV/Å.

[3]
The following is a DFT calculation (the ωB97M-V functional and the def2-TZVPD basis) of a molecular structure, C19H27AsN3O5PSSn.

Computed properties:
**F_max**: 0.577 eV Å⁻¹
**Calculated total energy**: -121646.3814 eV
**Relative energy (zero: lowest compared OMol25 entry of this formula, charge and spin)**: 114.2 kJ/mol
**LUMO level**: -0.603 eV
**Multiplicity**: 1
**HOMO-LUMO gap**: 7.44 eV
**Molecular weight**: 634.1 g/mol

Structure (XYZ):
```
58
Properties=species:S:1:pos:R:3:forces:R:3:nbo_charge:R:1
H 2.420 -1.224 2.394 0.0 0.0 0.0 0.223
Sn -0.572 -0.441 -1.317 -0.2 -0.3 -0.4 1.524
H 3.742 -2.337 1.955 0.0 0.0 0.0 0.212
H -2.641 0.108 3.137 0.0 0.0 0.0 0.260
N -0.239 2.056 -0.172 0.0 0.0 -0.1 -0.473
H -3.021 -3.362 3.063 0.0 0.0 0.0 0.242
H -2.705 -1.000 4.531 0.0 0.0 0.0 0.245
H -3.205 -2.374 1.593 0.0 0.0 0.0 0.255
H -2.740 6.711 2.712 0.0 0.0 0.0 0.415
O 2.003 -2.857 -3.857 0.0 0.0 0.1 -0.640
C -0.167 -2.701 3.872 0.1 -0.1 0.1 -1.020
H -0.545 2.620 3.131 0.0 0.0 0.0 0.245
C -1.341 3.900 1.611 -0.1 0.1 0.2 -0.078
H -0.665 2.233 -5.887 0.0 0.0 0.0 0.248
As 2.397 -1.660 -0.104 -0.1 0.1 0.1 0.916
C -0.571 1.017 -4.145 0.1 -0.1 0.1 0.112
H 1.534 -3.909 -0.804 0.0 0.0 0.0 0.256
H 0.439 -3.384 3.275 0.0 0.0 0.0 0.259
C 3.203 -1.434 1.664 0.0 0.1 0.1 -0.960
P -1.224 -1.763 2.766 0.2 0.2 -0.4 1.959
H 0.497 -2.018 4.403 0.0 0.0 0.0 0.250
H -2.114 6.313 1.148 0.0 0.0 0.0 0.398
H 2.312 -4.037 0.803 0.0 0.0 0.0 0.206
C 1.280 -0.527 -5.440 0.0 0.1 0.0 -0.207
H 1.975 -1.200 -5.920 0.0 0.0 0.0 0.250
H 4.656 -1.357 -1.225 0.0 0.0 0.0 0.222
H -1.994 4.888 -0.217 0.0 0.0 0.0 0.214
N -2.314 6.042 2.093 -0.1 0.0 0.1 -0.749
O 0.433 -2.242 -2.357 0.1 -0.1 -0.1 -0.852
O -0.476 -1.148 1.623 -0.1 -0.2 0.4 -1.137
C -0.886 3.134 -0.617 0.0 0.0 0.1 0.065
C -0.122 1.902 1.151 0.1 -0.1 -0.1 0.050
H -2.021 -3.690 1.626 0.0 0.0 0.0 0.256
H 3.895 -0.592 1.647 0.0 0.0 0.0 0.224
C 1.158 -2.100 -3.407 0.0 0.0 0.1 0.749
O -2.183 2.700 -3.730 0.0 0.0 0.1 -0.643
C -1.962 4.854 2.598 0.1 -0.1 -0.2 0.105
C -2.493 -2.908 2.222 -0.1 -0.1 -0.1 -1.020
H -0.995 3.255 -1.686 0.0 0.0 0.0 0.226
N -0.008 -0.019 -3.533 0.1 0.1 0.0 -0.563
C -2.053 -0.542 3.786 -0.1 0.1 0.1 -1.019
H 4.534 -2.976 -0.497 0.0 0.0 0.0 0.212
C -0.652 2.786 2.068 0.1 0.0 0.1 -0.218
H -0.751 -3.271 4.597 0.0 0.0 0.0 0.243
C -1.445 4.073 0.236 0.0 0.0 -0.1 -0.236
C 0.848 -0.817 -4.159 -0.1 0.1 0.0 0.111
H 0.397 1.010 1.480 0.0 0.0 0.0 0.232
H 0.668 -3.355 0.633 0.0 0.0 0.0 0.221
C 4.002 -2.214 -1.068 0.0 0.0 0.0 -0.960
C -0.190 1.382 -5.421 0.1 0.0 -0.1 -0.210
S -2.203 4.474 4.183 0.0 0.0 -0.1 -0.146
H -1.302 0.065 4.292 0.0 0.0 0.0 0.251
H 1.088 0.862 -7.065 0.0 0.0 0.0 0.223
H 3.704 -2.620 -2.035 0.0 0.0 0.0 0.258
C 0.770 0.606 -6.062 0.0 0.0 0.0 -0.146
C 1.651 -3.443 0.171 -0.1 0.0 0.0 -0.952
O -2.082 0.899 -2.371 -0.1 0.3 0.1 -0.849
C -1.721 1.631 -3.365 0.0 0.0 0.0 0.743
```
Forces are in eV/Å.

[4]
The following is a DFT calculation (the ωB97M-V functional and the def2-TZVPD basis) of a single C3H3IS molecule in a non-equilibrium geometry.

Computed properties:
**F_max**: 4.726 eV Å⁻¹
**Calculated total energy**: -22091.9417 eV
**Relative energy (zero: lowest compared OMol25 entry of this formula, charge and spin)**: 97.4 kJ/mol
**LUMO level**: 0.009 eV
**Multiplicity**: 1
**HOMO-LUMO gap**: 8.91 eV
**Molecular weight**: 198.0 g/mol

Structure (XYZ):
```
8
Properties=species:S:1:pos:R:3:forces:R:3:nbo_charge:R:1
C 0.337 -1.652 -0.245 2.9 3.7 -0.1 -0.713
I -0.975 4.061 1.297 0.3 -0.7 -0.1 0.287
S -0.152 -0.284 -1.389 -1.0 2.3 2.9 0.253
H 1.018 -2.220 -0.836 0.7 -0.4 -0.4 0.223
C -0.482 2.240 0.553 -0.3 -0.5 -0.9 -0.357
C -0.398 1.227 -0.119 0.5 -2.0 -1.7 -0.146
H -0.283 -2.310 0.226 -2.6 -1.2 1.0 0.215
H 0.936 -1.060 0.513 -0.5 -1.2 -0.7 0.239
```
Forces are in eV/Å.

[5]
The following is a DFT calculation (the ωB97M-V functional and the def2-TZVPD basis) of a molecular structure, C28H52ClOPRu in a non-equilibrium geometry.

Computed properties:
**F_max**: 4.122 eV Å⁻¹
**Calculated total energy**: -56316.1335 eV
**Relative energy (zero: lowest compared OMol25 entry of this formula, charge and spin)**: 57.4 kJ/mol
**LUMO level (alpha / beta)**: 2.626 / 2.620 eV
**Total charge**: -1
**Expectation value of S²**: 8.78
**Multiplicity**: 6
**HOMO-LUMO gap (alpha / beta)**: 3.48 / 6.70 eV
**Molecular weight**: 572.2 g/mol

Structure (XYZ):
```
84
Properties=species:S:1:pos:R:3:forces:R:3:mulliken_spin:R:1
H 1.013 -1.506 -1.231 -0.1 0.3 0.1 0.047
H 0.388 -2.305 0.331 0.3 -0.1 0.5 -0.188
H 2.743 0.201 -0.448 0.0 -0.2 -0.4 -0.016
H 2.682 -1.421 2.855 0.0 0.0 0.1 0.032
C 2.190 -2.333 4.724 0.3 0.0 0.1 0.022
H -4.035 0.332 -3.869 0.0 0.0 0.1 0.000
H -2.440 0.354 -0.392 0.0 -0.2 -0.2 0.038
H -2.555 -3.364 2.914 0.2 0.2 -0.2 -0.013
H -4.462 0.469 -2.165 0.0 -0.1 0.0 -0.001
C -1.825 -0.375 4.342 0.7 -0.1 0.4 0.083
C -1.724 -1.898 4.218 -0.4 0.0 0.2 0.071
C -0.164 2.333 -1.198 0.0 0.0 -0.4 -0.004
H 3.818 -2.366 -3.752 0.0 0.2 0.0 0.000
C 1.104 -0.509 -1.694 -0.5 0.6 -0.1 -0.003
H 1.598 -1.801 -4.861 0.1 -0.1 0.1 0.000
H -2.381 1.618 -2.517 0.0 -0.3 0.0 0.002
C 0.479 2.609 -2.567 -0.1 0.2 -0.1 0.024
C 0.368 3.326 -0.160 0.4 0.0 0.1 -0.053
O 0.962 -0.595 3.620 1.0 -0.6 -0.7 -0.003
C 0.803 -0.696 -3.187 0.1 0.1 -0.1 0.024
Cl 2.329 1.419 1.548 1.4 0.8 -0.2 0.183
C -1.923 -2.463 2.807 0.3 -0.5 0.6 -0.010
H 3.584 -0.653 -4.096 -0.1 0.0 0.1 -0.001
H 1.807 -2.051 5.712 0.0 -0.1 -0.1 0.002
C 2.252 -1.106 3.828 -0.2 0.0 -0.2 0.059
C -0.774 0.480 3.692 -2.3 2.2 0.2 0.620
H -0.960 4.963 -0.577 0.0 0.1 0.0 0.002
C -1.903 -1.576 -1.191 -0.1 -0.3 0.1 0.038
H 0.570 5.444 0.163 -0.1 0.0 -0.1 0.000
H -1.663 0.253 -3.365 -0.3 0.1 0.2 0.001
C -3.887 -1.525 -2.761 0.0 0.0 0.1 0.004
C 0.684 5.080 -1.971 0.0 0.0 0.0 0.002
H 3.348 -2.040 -1.379 0.0 0.1 0.0 0.006
H -1.749 -0.154 5.415 -0.3 0.0 0.0 -0.001
H -1.227 -1.998 -1.952 -0.2 0.0 0.1 -0.013
H -0.773 -2.256 4.640 -0.2 0.2 -0.2 0.008
C 3.188 -0.055 4.397 0.3 0.1 0.0 -0.005
H -0.234 -1.012 -3.351 0.4 0.0 0.0 0.001
H -3.338 -3.162 -1.443 -0.1 0.1 0.0 -0.001
H 1.564 -3.114 4.288 0.0 0.1 0.1 0.005
H 2.734 0.422 5.273 0.1 -0.1 0.0 -0.003
C -1.807 -0.048 -1.208 0.3 0.3 0.1 0.050
H -2.004 0.831 1.927 0.1 0.0 0.0 0.022
H 0.172 -3.159 2.874 -0.5 0.1 0.0 0.000
H -0.837 4.184 -3.218 0.0 0.0 0.0 -0.001
C 2.544 -0.042 -1.502 0.4 -0.2 0.2 0.071
C -3.755 -0.002 -2.862 0.1 0.1 0.1 0.001
H -0.092 3.144 0.819 0.2 0.0 -0.3 0.024
H -1.553 -1.964 -0.224 0.0 0.2 -0.2 -0.036
H 1.563 2.423 -2.500 -0.3 0.1 0.0 0.000
P -0.090 0.536 -0.656 -0.8 0.0 -1.0 -0.126
H -4.942 -1.806 -2.855 0.1 0.0 -0.1 0.000
H -2.525 -2.312 4.846 0.1 0.1 0.1 -0.021
C 0.121 4.778 -0.583 -0.1 -0.3 0.0 0.003
C 0.235 4.057 -3.017 0.1 -0.2 0.1 -0.002
C -0.020 -1.821 1.242 0.1 -3.7 -1.9 0.898
H 0.761 4.221 -3.963 -0.1 0.1 0.0 -0.002
C 1.748 -1.750 -3.774 0.1 0.0 0.0 0.002
C -0.595 -2.862 2.130 -0.5 -0.5 -0.4 0.003
H 3.391 0.699 3.630 -0.1 -0.1 0.4 0.010
H 2.720 0.885 -2.069 0.0 -0.2 0.0 0.001
C 3.231 -1.483 -3.467 0.0 0.0 -0.1 0.000
H -2.812 -0.050 3.980 0.0 -0.1 0.1 -0.021
H -0.736 2.109 2.289 -0.3 0.0 0.1 0.040
H 4.133 -0.535 4.678 0.1 0.1 0.1 0.000
C -3.328 -2.065 -1.439 0.0 0.2 -0.2 0.000
H 0.375 6.083 -2.282 0.1 0.0 0.0 0.000
Ru 0.444 -0.014 1.532 1.5 0.8 1.2 3.024
H -0.796 -3.765 1.514 0.1 0.2 0.3 0.038
H -3.355 -1.996 -3.600 0.0 0.1 0.1 0.000
H 1.473 -2.734 -3.370 0.0 0.1 0.0 0.001
H 4.535 -0.826 -1.859 -0.1 -0.1 0.0 0.003
H -1.248 2.529 -1.282 0.2 -0.1 0.0 0.026
C -2.345 0.520 -2.541 0.1 -0.1 -0.1 0.000
H 1.778 5.084 -1.920 0.0 0.0 0.0 0.001
H -3.967 -1.736 -0.606 0.1 0.0 -0.1 -0.001
C 3.493 -1.140 -1.993 -0.1 0.1 -0.2 -0.007
H 0.083 1.927 -3.335 0.1 0.3 0.3 -0.008
H 1.445 3.157 -0.025 -0.3 0.1 0.0 -0.002
C -1.016 1.054 2.344 -0.8 1.1 2.0 0.043
H 3.203 -2.736 4.844 0.0 -0.1 0.1 -0.003
H 0.939 0.258 -3.716 0.0 -0.3 0.1 0.000
H -0.267 1.152 4.393 0.0 -0.4 -0.5 -0.050
H -2.485 -1.754 2.183 0.2 -0.1 0.0 0.055
```
Forces are in eV/Å.

[6]
The following is a DFT calculation (the ωB97M-V functional and the def2-TZVPD basis) of a molecular structure, C2H9N4 in a non-equilibrium geometry.

Computed properties:
**F_max**: 4.430 eV Å⁻¹
**Calculated total energy**: -8173.1419 eV
**Relative energy (zero: lowest compared OMol25 entry of this formula, charge and spin)**: 162.5 kJ/mol
**LUMO level**: -2.819 eV
**Total charge**: +1
**Multiplicity**: 1
**HOMO-LUMO gap**: 11.34 eV
**Molecular weight**: 89.1 g/mol

Structure (XYZ):
```
15
Properties=species:S:1:pos:R:3:forces:R:3:nbo_charge:R:1
H -2.206 -1.865 0.524 1.5 1.0 -0.5 0.450
H 1.522 -0.880 1.028 -0.5 -0.4 -0.7 0.199
H -2.111 1.556 -0.611 0.8 2.3 -0.6 0.395
H 3.092 0.776 -0.662 1.8 2.4 -0.7 0.402
H 1.673 0.774 1.269 0.9 0.7 -0.5 0.233
N 2.493 0.045 -0.566 -0.7 -3.9 -1.6 -0.774
H -0.407 -1.707 0.229 -0.9 -0.9 0.6 0.414
H -3.354 0.572 -0.493 2.4 -1.3 1.0 0.449
C 1.667 0.043 0.474 -2.5 -0.5 0.6 0.034
N -2.314 0.687 -0.249 -3.6 0.1 -0.4 -0.788
H -0.054 1.539 -0.030 -0.3 2.7 -0.3 0.382
H 2.629 -0.779 -1.279 -0.5 2.2 2.4 0.427
N -0.055 0.582 -0.038 1.2 -4.2 0.8 -0.697
N -1.336 -1.307 0.365 0.6 -1.6 0.1 -0.780
C -1.239 -0.036 0.039 -0.2 1.3 -0.3 0.656
```
Forces are in eV/Å.